1.
Molecular formula: C35H40N4O4P2Pd
Method: DFT, the ωB97M-V functional and the def2-TZVPD basis

Each line ends with the Löwdin charge.
CARTESIAN COORDINATES (ANGSTROEM)
Pd -0.61260 -1.23267 1.60388  0.595
P 1.11765 -0.12106 -4.05476  0.989
P 0.31589 -0.73685 -1.12568  1.036
O -1.92190 -4.88022 -1.06570  -0.123
O -2.73954 -3.62661 0.61392  -0.090
O 1.20675 0.85000 3.66878  0.040
O 0.46799 -5.25010 2.91351  -0.095
N -1.12524 -2.67492 4.58493  -0.023
N 1.30414 3.09896 3.37255  -0.092
N -0.42557 2.11395 4.61795  -0.096
N -0.16937 -3.34883 1.75286  -0.081
C 2.55532 2.97810 2.66221  -0.048
C 0.15840 -4.03608 2.83627  -0.592
C -0.66578 4.42236 3.88323  -0.164
C 0.82867 4.43451 3.63910  -0.186
C 0.23995 -1.70315 -4.29892  -0.451
C -0.22255 1.17895 -7.72503  -0.105
C -0.97095 3.40495 4.96462  -0.184
C 0.72530 1.94772 3.88523  -0.497
C 0.17424 -3.24517 4.16131  -0.235
C -0.89648 0.83277 0.97961  -0.225
C 4.39629 0.36799 0.79836  -0.129
C 0.37683 0.90109 -5.39305  -0.398
C 0.03599 2.23790 -5.18335  -0.104
C -2.06375 1.41347 1.54592  -0.124
C 0.24157 0.38870 -6.68478  -0.114
C -0.55949 2.50766 -7.50058  -0.120
C -1.82515 -4.19994 -0.00746  -0.731
C 3.89271 1.18470 -0.20059  -0.126
C 0.18282 0.47024 -2.57181  -0.537
C 2.42063 -1.00373 0.65397  -0.104
C 1.88752 -0.17354 -0.34090  -0.367
C -1.07723 0.94700 5.17996  -0.041
C -1.03894 -0.08477 -0.10270  -0.540
C -0.36741 -4.11458 0.53597  -0.198
C -2.35890 -0.44456 -0.51246  -0.128
C 0.19923 -4.05333 -3.74099  -0.079
C 2.64626 0.91670 -0.75987  -0.114
C -1.83102 -2.93972 -4.36884  -0.079
C 3.65102 -0.72569 1.22635  -0.087
C -1.13301 -1.75643 -4.53757  -0.119
C -3.31456 1.09691 1.07970  -0.136
C 0.90096 -2.87038 -3.92597  -0.136
C -1.17124 -4.08525 -3.94248  -0.083
C -3.45952 0.15344 0.04078  -0.117
C -0.42761 3.03256 -6.22327  -0.106
H 1.34950 4.87688 4.50431  0.119
H -1.79911 -3.43767 4.55431  0.059
H 0.70479 -4.93061 -3.35996  0.105
H 0.50197 -3.94478 4.93135  0.086
H 0.21609 -3.66747 -0.27821  0.066
H -2.05060 3.29128 5.09174  0.118
H 4.46509 2.03716 -0.55056  0.089
H 5.36353 0.57836 1.24126  0.089
H -1.44120 -2.08432 3.81031  0.013
H -0.54059 0.04626 4.90135  0.065
H 0.48755 -0.65105 -6.86843  0.101
H -1.17497 4.13477 2.96185  0.108
H -2.90575 -2.95606 -4.50276  0.099
H 0.90236 -2.42887 4.10496  0.087
H 1.84628 -1.86600 0.98405  0.074
H 2.78245 1.92543 2.52671  0.069
H -1.73003 -4.97688 -3.70213  0.096
H -4.19403 1.53853 1.53574  0.080
H 0.07273 1.26523 1.20942  0.078
H 3.37372 3.45667 3.21594  0.086
H 2.48193 3.44780 1.67708  0.086
H -1.66891 -0.85014 -4.80156  0.102
H 2.28772 1.56791 -1.54583  0.072
H 0.12167 2.66238 -4.19067  0.090
H -0.57167 3.75624 5.92990  0.120
H -4.44728 -0.16133 -0.27239  0.092
H 1.06781 5.05967 2.77357  0.116
H -0.92812 3.12424 -8.31137  0.088
H -1.01609 5.41400 4.17662  0.110
H 1.95992 -2.82831 -3.69642  0.089
H -1.94973 2.11666 2.36299  0.067
H -1.10921 1.01611 6.27335  0.085
H -2.47965 -1.23565 -1.24571  0.102
H 0.46194 1.48730 -2.28911  0.022
H -0.88494 0.47265 -2.81029  0.044
H -0.00989 -5.13911 0.66251  0.094
H -2.09918 0.86500 4.79982  0.088
H -0.32872 0.75237 -8.71568  0.093
H 4.02911 -1.37274 2.00841  0.102
H -0.69484 4.06505 -6.03065  0.093

**LUMO**: 3.919 eV
**HOMO-LUMO gap**: 4.89 eV
**M**: 749.10 g mol⁻¹
**Strongest force on any atom**: 0.0094 hartree/bohr
**Total charge**: -2
**Multiplicity**: 1
**DFT total energy**: -2688.3427 a.u.



2.
Molecular formula: C35H40N5O3S2W
Method: DFT, the ωB97M-V functional and the def2-TZVPD basis

Each line ends with the Mulliken spin population.
CARTESIAN COORDINATES (ANGSTROEM)
W -0.24716 -0.63385 -0.54695  1.662
S 8.43280 -1.18748 2.19255  -0.001
S -5.67551 0.76527 3.60603  0.000
O -2.05569 -0.39077 -1.41954  0.021
O 10.67238 -0.06347 1.40336  0.002
O -0.11251 1.15758 0.13106  -0.012
N 0.20097 -2.96912 -0.96375  0.047
N -1.27882 -0.96255 1.23631  -0.045
N 0.37864 -0.20863 -2.52960  -0.030
N -4.80186 1.09789 1.04845  0.000
N -5.00425 2.93530 2.25211  0.001
C 4.95838 -1.98969 0.38284  0.030
C 1.38819 -3.27448 -1.84133  0.010
C -0.98960 -3.46375 -1.62019  0.039
C -1.46523 1.31764 2.07852  0.040
C -2.55594 0.26655 -2.40625  0.053
C 9.54741 -0.21586 1.06379  0.003
C 4.13878 -0.96130 0.87117  -0.020
C 4.63307 -0.01023 1.75379  0.035
C 1.57683 -0.80731 0.24825  -0.142
C -1.81153 -0.06099 2.01380  0.075
C -5.49518 3.88970 3.20136  0.000
C -1.70608 0.93498 -3.32029  0.003
C -0.45807 -3.36474 1.55876  -0.001
C -3.95463 0.18347 -2.64622  -0.017
C 1.34909 -2.45244 -3.15809  -0.007
C -2.31260 1.60395 -4.39866  0.019
C -0.29223 0.51373 -3.40925  0.048
C -1.64654 -2.39118 1.46332  0.019
C 9.01545 0.13538 -0.25816  0.001
C -3.65902 1.57162 -4.67092  -0.011
C -4.42173 2.09928 0.05558  0.000
C -1.52892 3.47267 3.28770  -0.015
C 1.63685 -0.89110 -2.96735  0.017
C -4.60757 3.42053 0.94784  -0.001
C 0.32933 -3.83264 0.28350  0.003
C 5.94722 -0.05341 2.11039  -0.020
C 2.73190 -0.93435 0.55399  0.150
C 6.78206 -1.08723 1.64774  0.039
C -1.91420 2.15991 3.12150  0.016
C -0.51856 1.88177 1.15916  0.012
C -0.64224 3.98463 2.33828  0.026
C -4.49670 0.87315 -3.71373  0.017
C -5.16923 1.60243 2.27574  0.000
C 6.25712 -2.07958 0.81591  -0.017
C -0.16436 3.21918 1.27885  -0.031
H -2.62729 -0.33132 2.68937  -0.002
H 9.71216 0.74540 -0.74328  0.000
H -4.53835 -0.30100 -1.90718  -0.001
H -4.77004 4.61058 3.55015  0.000
H 1.39938 -4.34996 -2.07061  -0.002
H 1.42164 -3.87172 0.51121  -0.003
H -1.76872 -3.59617 -0.88064  0.004
H -4.06505 2.13069 -5.45269  0.000
H 0.04234 -4.83110 0.00221  -0.004
H 3.97371 0.71853 2.24168  0.001
H -3.41954 2.04186 -0.27092  0.000
H 0.21926 -2.94964 2.29004  0.003
H -5.59152 0.88091 -3.88113  0.000
H -5.41579 4.04432 0.48666  0.000
H -0.99488 -4.21685 1.91155  -0.002
H 0.21086 0.71555 -4.38615  -0.003
H -2.60571 1.73372 3.84757  0.000
H 8.82331 -0.74655 -0.82461  0.000
H 4.49453 -2.58322 -0.30467  0.003
H -6.23134 4.55138 2.66635  0.000
H 2.39663 -0.63717 -2.22554  0.001
H -5.10332 2.12985 -0.74538  -0.001
H 2.29798 -3.06486 -1.28560  -0.001
H 8.01672 0.63680 -0.15333  0.000
H -1.95330 4.04601 4.14500  0.000
H 6.37346 0.71215 2.76820  -0.001
H -2.09133 -2.41474 2.49069  0.000
H -0.83764 -4.44307 -2.11573  0.000
H -2.33991 -2.71754 0.69965  0.008
H -1.64452 2.02899 -5.16365  0.000
H -1.41933 -2.79187 -2.34800  -0.018
H -6.03008 3.33609 4.03788  0.000
H -3.73283 4.05992 0.96079  0.000
H -0.23771 4.92461 2.55560  0.000
H -5.06587 0.14727 0.77721  0.000
H 2.13198 -2.90534 -3.73538  0.000
H 6.95030 -2.82274 0.46203  -0.001
H 0.61744 3.64426 0.62969  -0.001
H 0.44557 -2.54147 -3.79735  0.001
H 1.96635 -0.52304 -3.94309  -0.004

**⟨S²⟩**: 2.0308
**LUMO (spin up / spin down)**: -3.502 / -3.672 eV
**HOMO-LUMO gap (spin up / spin down)**: 6.44 / 6.62 eV
**M**: 826.71 g mol⁻¹
**Strongest force on any atom**: 0.0686 hartree/bohr
**Energy above the lowest of the compared OMol25 structures with the same formula, charge and spin**: 50.0 kJ/mol
**Total charge**: +1
**Multiplicity**: 3
**DFT total energy**: -2720.4246 a.u.



- Among the records above, which one has the highest total charge?
  C35H40N5O3S2W



- Which of these has the lowest total charge?
  C35H40N4O4P2Pd



- Number 2 is which compound?
  C35H40N5O3S2W